(1)
Below is a cluster of 2 separate species, CH4O4Si in total, with properties calculated with the ωB97M-V functional and the def2-TZVPD basis.

XYZ file:
```
10
Properties=species:S:1:pos:R:3:forces:R:3
C -3.05027 0.29942 -0.16364 -1.58 0.03 1.05
H 0.29796 0.96743 -1.15025 0.73 0.92 -0.33
O -3.73712 -0.76116 -0.57016 0.34 -0.06 -1.06
Si 0.35158 0.35168 0.14901 0.18 -1.21 0.02
O -2.65209 1.36735 -0.41111 0.31 0.17 -0.52
H -0.89416 -1.41124 0.44399 -0.51 0.18 -0.46
O -3.55620 -0.39907 0.88334 0.53 0.24 0.47
H 1.69129 -0.41503 0.51546 -1.34 0.82 -0.43
O -0.95473 -0.64596 -0.15727 0.75 -2.12 0.55
H -0.26333 1.00056 1.27809 0.60 1.03 0.70
```
Forces are in eV/Å.

Output
Energy above the lowest of the compared OMol25 structures with the same formula, charge and spin, kcal per mole: 162.21
Molar mass, g mol⁻¹: 108.12
SMILES: O=C1OO1.O[SiH3]
Electronic energy, Ha: -630.82578

=====

(2)
Below is the molecule CH4OP2, with properties calculated with the ωB97M-V functional and the def2-TZVPD basis.

XYZ file:
```
8
Properties=species:S:1:pos:R:3:forces:R:3
O -3.02290 0.66620 0.06047 -0.99 0.35 -0.15
H 1.84249 -1.06649 0.69777 -0.35 0.60 -0.88
P -0.44374 -0.91267 0.60402 -0.84 -1.51 0.22
H 1.44172 0.47282 -0.03199 0.55 2.12 0.10
P -1.57652 0.55261 -0.08059 0.70 0.08 0.54
H -0.82889 1.72661 -0.19533 0.02 0.45 -0.52
H 1.40088 -0.90860 -1.00507 0.06 -0.76 -1.24
C 1.18695 -0.53047 -0.04927 0.84 -1.33 1.92
```
Forces are in eV/Å.

Output
Energy above the lowest of the compared OMol25 structures with the same formula, charge and spin, kcal per mole: 9.88
Molar mass, g mol⁻¹: 93.99
SMILES: CP=[PH]=O
Electronic energy, Ha: -798.40034

=====

(3)
Below is a cluster of 3 separate species, CH4OS2 in total, with properties calculated with the ωB97M-V functional and the def2-TZVPD basis.

XYZ file:
```
8
Properties=species:S:1:pos:R:3:forces:R:3
S -2.10961 1.19318 2.21409 0.32 -1.50 -0.51
H -1.40206 1.07717 1.09405 0.64 1.06 -0.67
H 0.87020 -0.55429 -1.39689 0.18 -0.22 -0.71
S -1.43872 -0.90616 0.04069 -0.33 1.02 1.71
O 2.90562 -0.27461 -1.63694 -0.15 -0.25 -0.58
C 1.86067 -0.21433 -1.06204 0.08 0.42 1.16
H -2.50782 -0.53927 0.79001 -0.69 -0.59 -0.48
H 1.82172 0.21831 -0.04297 -0.04 0.06 0.07
```
Forces are in eV/Å.

Output
Energy above the lowest of the compared OMol25 structures with the same formula, charge and spin, kcal per mole: 105.81
Molar mass, g mol⁻¹: 96.18
Electronic energy, Ha: -911.92292

=====

(4)
Below is the molecule CH4S2, with properties calculated with the ωB97M-V functional and the def2-TZVPD basis.

XYZ file:
```
7
Properties=species:S:1:pos:R:3:forces:R:3
H 1.19937 -0.87392 -0.34602 0.78 -0.04 -0.38
H 0.26883 1.05530 -1.18386 0.01 0.42 1.39
C -0.25244 0.99232 -0.19850 -2.97 -2.40 0.11
H -1.38079 0.87729 -0.42588 1.81 0.33 0.37
H -0.15108 1.62293 0.71785 0.54 -0.26 -1.36
S 0.35072 -0.82440 0.65197 0.59 0.72 0.35
S -0.03460 -2.84952 0.78443 -0.74 1.23 -0.48
```
Forces are in eV/Å.

Output
Energy above the lowest of the compared OMol25 structures with the same formula, charge and spin, kcal per mole: 58.88
Molar mass, g mol⁻¹: 80.18
Electronic energy, Ha: -836.77233

=====

(5)
Below is a cluster of 2 separate species, CH4S2 in total, with properties calculated with the ωB97M-V functional and the def2-TZVPD basis.

XYZ file:
```
7
Properties=species:S:1:pos:R:3:forces:R:3
H 1.38956 -0.05411 -0.35910 -1.27 -1.05 0.00
S -0.58494 0.79578 1.86588 0.04 -0.20 -0.67
H 0.61759 -1.46301 0.68511 0.58 -0.24 -0.11
S -2.08313 1.76244 0.93908 1.60 1.00 -0.99
H -0.47804 -0.76893 -0.55934 1.35 0.29 -0.21
H -1.27758 2.68966 0.17222 -1.27 -1.12 1.08
C 0.56197 -0.78898 -0.15570 -1.03 1.30 0.90
```
Forces are in eV/Å.

Output
Energy above the lowest of the compared OMol25 structures with the same formula, charge and spin, kcal per mole: 64.05
Molar mass, g mol⁻¹: 80.18
Electronic energy, Ha: -836.76411

=====

(6)
Below is the molecule CH4S3, with properties calculated with the ωB97M-V functional and the def2-TZVPD basis.

XYZ file:
```
8
Properties=species:S:1:pos:R:3:forces:R:3
S 2.65976 -2.34097 0.15645 -1.08 0.39 0.12
C -1.11074 0.92868 0.27277 0.52 -1.96 0.93
H 1.45839 -0.44346 -1.43367 -0.17 -0.53 2.78
H -0.76917 1.32394 -0.62321 1.11 1.47 -1.20
S 1.44914 -0.77213 0.07603 -0.07 0.84 -2.84
S -0.82420 -0.83850 0.15166 1.14 -1.54 -0.16
H -0.69861 1.21554 1.22961 -0.19 0.91 -0.16
H -2.16457 0.92690 0.17037 -1.27 0.42 0.54
```
Forces are in eV/Å.

Output
Energy above the lowest of the compared OMol25 structures with the same formula, charge and spin, kcal per mole: 41.24
Molar mass, g mol⁻¹: 112.24
Electronic energy, Ha: -1234.98714

=====

(7)
Below is a cluster of 2 separate species, CH4Se in total, with properties calculated with the ωB97M-V functional and the def2-TZVPD basis.

XYZ file:
```
6
Properties=species:S:1:pos:R:3:forces:R:3
H 0.72347 -0.22556 -0.86174 0.28 0.18 -0.94
H 1.03715 -1.33309 0.48740 -0.09 1.19 0.44
H 1.31047 0.57149 0.59199 0.96 1.85 1.59
Se -1.91648 0.07004 0.16915 2.44 -3.42 2.30
C 0.92592 -0.27459 0.17655 -3.60 -2.71 -1.48
H -2.08051 1.19171 -0.56335 0.01 2.91 -1.91
```
Forces are in eV/Å.

Output
Energy above the lowest of the compared OMol25 structures with the same formula, charge and spin, kcal per mole: 58.87
Molar mass, g mol⁻¹: 95.00
Electronic energy, Ha: -2441.80278

=====

(8)
Below is a cluster of 2 separate species, CH4Se in total, with properties calculated with the ωB97M-V functional and the def2-TZVPD basis.

XYZ file:
```
6
Properties=species:S:1:pos:R:3:forces:R:3
H -1.58188 1.63645 -0.71673 0.11 -0.02 -0.26
H -0.60071 -0.86758 0.60411 2.08 -0.48 -0.18
Se -0.88394 1.43605 -2.00698 0.27 -0.85 0.78
H 1.22275 -1.64744 0.33841 -0.55 0.26 -0.31
H 0.64490 0.13841 -0.27542 0.63 -0.65 0.84
C 0.50377 -0.82450 0.27934 -2.54 1.74 -0.86
```
Forces are in eV/Å.

Output
Energy above the lowest of the compared OMol25 structures with the same formula, charge and spin, kcal per mole: 98.30
Molar mass, g mol⁻¹: 95.00
Electronic energy, Ha: -2441.73995

=====

(9)
Below is a cluster of 2 separate species, CH5BO in total, with properties calculated with the ωB97M-V functional and the def2-TZVPD basis.

XYZ file:
```
8
Properties=species:S:1:pos:R:3:forces:R:3
H 0.52234 0.42891 1.38559 -0.25 1.81 4.45
C -0.29338 0.83199 -1.80080 -2.37 0.63 -5.82
H -0.26427 -1.97667 2.74935 0.70 -0.17 -0.35
H -1.30315 0.42279 -1.97147 0.72 0.30 -0.03
B 0.59488 0.10804 0.38388 1.51 -3.92 -1.98
H 0.39322 -2.10536 2.37760 -0.73 0.14 0.39
H 0.14743 1.60551 -2.45886 -0.45 -0.62 0.51
O 0.20295 0.68479 -0.66528 0.87 1.83 2.82
```
Forces are in eV/Å.

Output
Energy above the lowest of the compared OMol25 structures with the same formula, charge and spin, kcal per mole: 5.74
Molar mass, g mol⁻¹: 43.86
⟨S²⟩: 2.004
Spin multiplicity: 3
Electronic energy, Ha: -140.97430

=====

(10)
Below is the molecule CH5BO3, with properties calculated with the ωB97M-V functional and the def2-TZVPD basis.

XYZ file:
```
10
Properties=species:S:1:pos:R:3:forces:R:3
O -0.93781 0.17496 -1.47806 1.30 -0.79 0.49
O -2.32755 0.41488 0.43004 -2.20 -0.61 -0.48
H 1.79715 0.87866 1.10238 0.90 0.87 0.39
C 1.36558 0.16508 0.45639 -0.62 -1.06 -1.56
H 1.55314 0.36552 -0.63495 -0.20 0.13 1.06
H -1.71937 0.37275 -1.97210 -0.59 0.07 -0.30
H -3.12964 0.34629 -0.17846 1.97 0.10 1.29
O -0.02451 0.22831 0.78551 -0.99 -1.04 -0.97
H 1.82798 -0.82638 0.66152 -0.62 0.45 0.07
B -1.10094 0.13653 -0.10364 1.04 1.88 0.02
```
Forces are in eV/Å.

Output
Energy above the lowest of the compared OMol25 structures with the same formula, charge and spin, kcal per mole: 0.00
Molar mass, g mol⁻¹: 75.86
SMILES: COB(O)O
Electronic energy, Ha: -291.79761

=====

(11)
Below is a cluster of 2 separate species, CH5BrN2O in total, with properties calculated with the ωB97M-V functional and the def2-TZVPD basis.

XYZ file:
```
10
Properties=species:S:1:pos:R:3:forces:R:3
H -2.22405 0.72659 1.21059 -0.33 -0.28 -0.24
N -0.21657 0.99139 -0.17899 0.59 1.48 -0.38
H 0.27492 1.01014 0.70687 0.45 -0.19 0.10
Br -2.94089 -0.63046 -0.53682 -0.95 -0.13 -0.22
H 1.01949 0.38670 -1.67556 0.07 0.01 0.04
C 0.25147 -0.03075 -1.00590 -0.01 -0.16 -1.06
H 0.18730 -1.48740 0.25292 0.02 0.07 -0.09
O 0.83402 -1.13197 -0.37198 0.17 -0.40 0.38
N -1.87370 -0.14875 0.80302 -0.48 -0.47 1.17
H -0.58023 -0.34171 -1.67543 0.48 0.06 0.30
```
Forces are in eV/Å.

Output
Energy above the lowest of the compared OMol25 structures with the same formula, charge and spin, kcal per mole: 0.00
Molar mass, g mol⁻¹: 140.97
⟨S²⟩: 2.010
Spin multiplicity: 3
Electronic energy, Ha: -2799.67776

=====

(12)
Below is a cluster of 2 separate species, CH5BrO in total, with properties calculated with the ωB97M-V functional and the def2-TZVPD basis.

XYZ file:
```
8
Properties=species:S:1:pos:R:3:forces:R:3
H -2.02857 0.99273 -0.18548 0.38 0.51 -0.32
O 2.07845 -2.77628 0.11017 -0.51 -0.58 0.98
H -1.30005 2.33807 0.74653 0.07 -0.25 -0.54
C -1.16943 1.68230 -0.13069 0.05 -0.32 0.86
H 1.38431 -3.47365 0.10022 0.76 0.74 0.05
Br -1.01476 2.80872 -1.71018 -0.09 -0.36 0.30
H -0.25013 1.08869 0.00758 -0.40 0.41 -0.30
H 2.30018 -2.66059 1.06185 -0.26 -0.16 -1.02
```
Forces are in eV/Å.

Output
Energy above the lowest of the compared OMol25 structures with the same formula, charge and spin, kcal per mole: 2.92
Molar mass, g mol⁻¹: 112.95
SMILES: CBr.O
Electronic energy, Ha: -2690.33885